Entry from OMol25: a cluster of 2 separate species, C2H6NOS in total (ωB97M-V with the def2-TZVPD basis set).

```
11
Properties=species:S:1:pos:R:3
S 0.16 1.43 2.03
O -1.29 0.58 -2.29
N 0.94 -0.89 -0.06
C -0.45 -0.75 -0.47
C -0.58 0.50 -1.31
H 1.17 -1.87 0.10
H 0.81 2.26 2.85
H -1.12 -0.66 0.39
H -0.76 -1.59 -1.10
H 1.11 -0.35 0.79
H 0.01 1.35 -0.94
```

The energy above the lowest of the compared OMol25 structures with the same formula, charge and spin comes out at 1.3955 eV. The spin multiplicity is 1. The total charge is -1. For the HOMO-LUMO gap, the calculation gives 7.097 eV. The LUMO energy comes out at 4.03 eV. As for the HOMO energy: -3.1 eV. The value obtained for the total energy is -16544.935 eV. The calculation puts the strongest force on any atom at 0.5 eV/A.


Entry from OMol25: a cluster of 2 separate species, C5H13O2PS in total in a non-equilibrium geometry (ωB97M-V with the def2-TZVPD basis set).

```
22
Properties=species:S:1:pos:R:3
S 2.06 -0.46 -1.84
P 1.09 -0.29 -0.09
O 1.33 1.20 0.50
O 1.59 -0.95 1.28
C -2.08 0.22 0.77
C -1.46 -0.78 -0.09
C -1.68 -0.68 -1.61
C 1.29 2.23 -0.43
C 2.95 -0.94 1.70
H 0.41 2.92 -0.50
H 3.71 -0.22 1.25
H 1.50 1.79 -1.49
H -2.69 -0.10 -1.89
H 3.03 -0.82 2.75
H 3.53 -1.87 1.61
H -1.83 -1.69 -2.00
H -0.86 -0.16 -2.14
H -2.56 -0.18 1.63
H -2.83 0.90 0.22
H -1.21 0.78 1.15
H 2.05 2.97 -0.01
H -1.42 -1.74 0.28
```

The energy above the lowest of the compared OMol25 structures with the same formula, charge and spin comes out at 0.3050 eV. The spin multiplicity is 1. For the HOMO-LUMO gap, the calculation gives 8.157 eV. The LUMO energy comes out at -0.16 eV. As for the HOMO energy: -8.3 eV. The value obtained for the total energy is -29612.911 eV. The calculation puts the strongest force on any atom at 3.8 eV/A.


Entry from OMol25: a cluster of 6 separate species, C30H35ClN2O8 in total in a non-equilibrium geometry (ωB97M-V with the def2-TZVPD basis set).

```
76
Properties=species:S:1:pos:R:3
Cl 0.15 -0.42 -0.36
O 1.88 -3.56 6.45
O 2.60 2.20 -0.64
O 2.13 5.41 -6.06
O 8.04 1.69 0.69
O 0.48 0.57 -3.64
O -5.52 2.76 4.03
O -2.63 -0.77 0.87
O 1.11 0.31 2.64
N -3.50 -3.34 -2.22
N -1.84 -4.16 -0.97
C 0.53 -0.49 4.82
C 4.93 3.04 -0.56
C 6.69 1.78 0.46
C -5.43 1.08 2.39
C 0.99 1.79 -5.70
C -2.80 -5.16 -1.03
C 6.18 2.96 -0.24
C -2.65 0.95 2.57
C -3.30 0.14 1.61
C -4.80 1.97 3.19
C -4.69 0.13 1.48
C -3.80 -4.65 -1.89
C 1.25 2.83 -3.54
C 3.93 2.03 -0.28
C -0.69 -4.29 -0.09
C 1.00 1.65 -4.21
C -3.42 1.82 3.43
C -2.35 -3.12 -1.59
C 0.94 -1.45 5.97
C 1.25 -0.54 3.59
C 1.44 4.04 -4.07
C 1.34 3.14 -6.37
C 4.33 1.00 0.54
C 1.73 4.20 -5.50
C -3.97 -0.95 -2.85
C 5.81 0.80 0.68
C -4.32 -2.40 -3.07
C 2.09 -2.78 4.19
C 1.59 -2.56 5.52
C 1.83 -1.77 3.20
H 2.43 -3.68 3.93
H -0.78 -4.87 0.69
H -2.83 2.10 4.15
H -2.96 -0.78 -2.97
H -4.31 -0.74 -1.93
H 0.13 0.57 5.36
H -0.48 -3.32 0.42
H -6.58 1.26 2.23
H -4.32 -0.16 -3.62
H 0.20 -4.43 -0.55
H 3.80 0.34 0.86
H 4.56 4.06 -0.98
H 0.62 -1.04 6.97
H 6.74 3.92 -0.65
H -1.83 -2.09 -1.78
H -2.70 -5.87 -0.49
H 0.98 3.22 -7.41
H -5.25 -0.74 0.98
H 0.62 0.97 -6.23
H -5.35 -2.41 -2.84
H 1.77 4.91 -3.59
H -1.81 -0.38 0.68
H -4.00 -2.60 -4.19
H 6.22 -0.17 1.35
H 1.32 2.75 -2.40
H -6.45 2.36 4.28
H -1.70 0.80 2.89
H 0.67 0.57 -2.69
H -4.67 -5.06 -2.25
H 2.09 1.48 -0.33
H 2.37 6.09 -5.56
H 1.59 -3.37 7.29
H 8.49 2.57 1.00
H 2.15 -2.05 2.20
H 0.70 -0.13 1.76
```

The energy above the lowest of the compared OMol25 structures with the same formula, charge and spin comes out at 0.9726 eV. The spin multiplicity is 1. For the HOMO-LUMO gap, the calculation gives 7.150 eV. The LUMO energy comes out at -0.13 eV. As for the HOMO energy: -7.3 eV. The value obtained for the total energy is -63548.946 eV. The calculation puts the strongest force on any atom at 13.7 eV/A.


Entry from OMol25: a cluster of 4 separate species, C11H20NO6 in total (ωB97M-V with the def2-TZVPD basis set).

```
38
Properties=species:S:1:pos:R:3
O 3.36 -1.66 2.14
O -3.20 2.36 -4.48
O -4.50 2.68 -0.74
O -4.49 1.00 -3.25
O 2.23 -4.36 2.57
O 1.62 2.06 1.10
N -0.17 1.12 -0.83
C 4.61 -2.04 1.57
C -2.22 1.45 -2.56
C -0.05 2.04 -1.79
C 2.40 1.45 2.16
C -5.56 1.77 -2.68
C -5.10 2.89 -1.76
C -3.35 1.67 -3.52
C -1.26 0.36 -0.67
C -1.08 2.23 -2.70
C -2.32 0.50 -1.55
C 2.99 -5.39 3.22
H -6.20 2.20 -3.45
H 2.86 -6.34 2.71
H -6.15 1.08 -2.08
H 5.06 -1.15 1.14
H 5.28 -2.44 2.33
H -3.22 -0.08 -1.45
H 0.60 1.04 -0.16
H 4.47 -2.78 0.78
H 2.97 -2.46 2.52
H 4.04 -5.10 3.16
H -5.33 3.93 -2.04
H -1.03 2.96 -3.48
H 1.35 2.93 1.40
H 2.72 0.47 1.83
H 2.71 -5.49 4.26
H 0.85 2.63 -1.85
H -1.30 -0.35 0.14
H 3.28 2.06 2.37
H 1.80 1.35 3.06
H 1.31 -4.61 2.62
```

The energy above the lowest of the compared OMol25 structures with the same formula, charge and spin comes out at 1.2741 eV. The spin multiplicity is 1. The total charge is +1. For the HOMO-LUMO gap, the calculation gives 7.662 eV. The LUMO energy comes out at -4.63 eV. As for the HOMO energy: -12.3 eV. The value obtained for the total energy is -25498.339 eV. The calculation puts the strongest force on any atom at 0.9 eV/A.


Entry from OMol25: a cluster of 7 separate species, C26H40Br2O18 in total in a non-equilibrium geometry (ωB97M-V with the def2-TZVPD basis set).

```
86
Properties=species:S:1:pos:R:3
Br -0.80 0.12 -1.80
Br -0.22 0.14 2.75
O -3.17 7.08 -2.56
O 5.58 4.38 1.52
O -6.86 1.86 1.09
O -1.33 -6.48 -1.50
O 2.85 -3.58 3.13
O 8.64 -1.76 -2.31
O -8.84 2.52 1.92
O -2.58 -7.02 -3.17
O -0.37 -6.50 -3.47
O 6.63 -2.47 -1.89
O -4.14 6.28 -4.32
O 6.08 6.36 0.54
O -7.29 1.37 3.22
O 4.26 -2.39 4.57
O 6.25 4.31 -0.57
O 2.88 -3.91 5.38
O 7.90 -3.78 -2.94
O -3.47 4.86 -2.81
C 3.48 -3.32 6.53
C -1.35 -6.69 -2.78
C -3.74 7.59 -4.76
C 3.26 -3.27 4.30
C -8.99 2.64 0.48
C 4.46 2.31 1.70
C -0.92 0.56 0.11
C -7.66 1.77 2.13
C 6.83 -4.54 -2.70
C -2.43 -7.01 -0.92
C 4.47 -2.33 5.99
C -9.64 3.93 0.26
C -4.93 8.42 -5.40
C 5.69 3.03 1.23
C -3.00 -6.10 0.12
C -3.31 8.21 -3.42
C 4.57 -3.55 -2.44
C 5.96 2.96 -0.28
C 7.79 -2.58 -2.41
C 3.91 -4.57 7.41
C -3.38 -7.18 -2.07
C 5.95 5.14 0.48
C -7.55 2.46 0.04
C 5.94 -3.67 -1.84
C -3.56 5.98 -3.17
C -0.24 -0.54 0.88
H -0.83 -1.45 0.78
H -4.56 9.43 -5.56
H -3.91 -6.51 0.56
H 4.16 2.46 2.74
H -4.03 8.93 -3.05
H 5.45 -2.61 6.39
H -5.19 8.02 -6.38
H 2.69 -2.91 7.16
H 3.72 2.83 1.08
H 4.05 -2.74 -1.94
H 6.56 2.58 1.70
H -9.85 4.20 -0.78
H -2.85 7.61 -5.39
H 4.60 -5.18 6.83
H -9.71 1.84 0.32
H 4.45 -4.31 8.33
H 6.99 -5.51 -2.23
H -3.11 -5.08 -0.22
H -7.45 1.91 -0.90
H 6.84 2.32 -0.40
H -7.06 3.41 -0.18
H -4.13 -6.39 -2.08
H 0.77 -0.67 0.51
H -5.79 8.59 -4.76
H 4.00 -4.46 -2.22
H 4.54 -3.31 -3.50
H -9.00 4.76 0.57
H -3.86 -8.15 -1.91
H 3.08 -5.22 7.67
H -2.22 -8.03 -0.58
H -1.98 0.68 0.33
H 4.14 -1.35 6.31
H -0.50 1.55 0.25
H -2.29 -6.01 0.95
H -2.38 8.78 -3.49
H 6.25 -4.59 -3.63
H -10.67 3.98 0.63
H 5.79 -4.09 -0.85
H 5.15 2.42 -0.77
H 4.51 1.25 1.46
```

The energy above the lowest of the compared OMol25 structures with the same formula, charge and spin comes out at 1.7728 eV. The spin multiplicity is 1. For the HOMO-LUMO gap, the calculation gives 10.457 eV. The LUMO energy comes out at 0.31 eV. As for the HOMO energy: -10.1 eV. The value obtained for the total energy is -204548.745 eV. The calculation puts the strongest force on any atom at 5.7 eV/A. The SMILES is C[C@H]1COC(=O)O1.C[C@H]1COC(=O)O1.C[C@H]1COC(=O)O1.C[C@H]1COC(=O)O1.C[C@H]1COC(=O)O1.C[C@H]1COC(=O)O1.BrCCBr.